11 unconnected molecules or ions with the total composition C30H84N2O22 at a distorted geometry. Source: the Open Molecules 2025 dataset; level of theory: ωB97M-V/def2-TZVPD.

As for the spin multiplicity: 1. Its relative energy (zero: lowest compared OMol25 entry of this formula, charge and spin) is 149.9 kJ/mol. Its largest force on an atom is 2.55 eV/A. As for the SMILES: COCCNCCOC.COCCNCCOC.OCCO.OCCO.OCCO.OCCO.OCCO.OCCO.OCCO.OCCO.OCCO. The charge is 0. The HOMO-LUMO gap comes out at 9.0 eV. The calculation puts the HOMO energy at -8.86 eV.

The geometry in XYZ format:
```
138
Properties=species:S:1:pos:R:3:forces:R:3:mulliken_charge:R:1
C 0.468 -2.004 -3.388 -1.608 -0.367 0.327 -0.435
O 0.157 -0.914 -2.538 0.357 1.094 0.076 0.325
C -0.208 -1.084 -1.154 -0.202 -0.485 -1.511 -0.353
C 1.065 -1.316 -0.373 0.049 0.023 0.090 -0.752
N 0.794 -1.248 1.064 1.082 0.004 0.113 0.594
C 2.059 -1.413 1.811 -0.267 -0.123 -0.177 -0.784
C 1.842 -1.154 3.290 0.943 0.059 0.100 -0.496
O 1.251 0.123 3.412 -0.881 -0.439 0.153 -0.234
C 1.205 0.689 4.713 0.518 0.985 -0.264 -0.974
H -0.504 -2.382 -3.728 0.165 -0.282 -0.305 0.215
H 0.982 -2.847 -2.924 0.395 0.277 0.119 0.327
H 0.994 -1.619 -4.257 0.340 -0.013 0.182 -0.191
H -0.971 -1.870 -1.095 0.407 -0.375 0.327 0.170
H -0.773 -0.182 -0.911 0.508 0.223 0.292 -0.269
H 1.848 -0.606 -0.678 -0.378 0.564 0.087 0.171
H 1.551 -2.238 -0.711 -0.478 -0.464 0.532 0.461
H 0.486 -0.286 1.217 -0.099 -0.281 0.061 -0.020
H 2.874 -0.772 1.449 -0.182 0.234 -0.128 0.546
H 2.392 -2.439 1.629 0.082 -0.044 0.291 0.373
H 2.808 -1.135 3.812 0.114 -0.108 -0.150 0.470
H 1.294 -1.982 3.753 -0.568 0.279 0.067 0.164
H 0.307 1.300 4.822 -0.191 -0.270 -0.168 0.159
H 2.033 1.406 4.742 0.100 -0.159 0.467 0.311
H 1.260 0.002 5.556 0.043 -0.339 -0.244 0.483
C -5.389 6.540 4.894 0.787 -0.994 0.505 -0.585
O -5.700 5.150 4.757 0.073 0.269 -0.078 -0.414
C -4.677 4.281 5.283 -0.528 -0.189 -1.889 -0.722
C -4.102 3.553 4.072 0.768 -0.691 -0.864 -0.856
N -3.381 4.492 3.193 -0.843 0.481 0.455 0.044
C -2.527 3.955 2.143 0.572 -0.637 1.014 -0.825
C -3.026 2.791 1.275 -0.500 0.219 0.929 0.631
O -3.686 3.225 0.111 0.382 -0.134 -0.610 -0.419
C -3.291 2.598 -1.113 -0.277 0.967 0.450 -0.437
H -6.095 7.128 4.322 -0.253 -0.004 0.236 0.275
H -4.376 6.745 4.532 -0.047 0.055 -0.226 0.195
H -5.349 6.743 5.968 -0.407 0.603 -0.060 0.311
H -5.174 3.511 5.870 0.183 0.343 0.697 0.369
H -3.910 4.900 5.747 0.057 -0.391 0.554 0.349
H -4.888 3.028 3.516 -0.540 0.444 0.148 0.480
H -3.470 2.678 4.279 0.442 0.471 0.672 0.486
H -4.122 5.082 2.832 0.235 0.144 -0.396 0.348
H -1.656 3.541 2.672 -0.086 -0.141 0.129 -0.035
H -2.062 4.796 1.626 -0.468 -0.089 -0.586 0.444
H -3.762 2.191 1.828 0.127 0.126 0.310 0.223
H -2.159 2.122 1.213 -0.041 0.063 -1.168 -0.397
H -4.025 1.864 -1.454 0.241 -0.388 0.303 0.288
H -2.280 2.219 -0.965 -0.042 -0.334 -0.483 0.103
H -3.310 3.390 -1.867 0.294 -0.081 -0.042 0.258
O 2.239 3.526 2.228 -0.120 -0.442 0.077 -0.415
C 2.329 3.058 0.885 0.917 0.482 -0.869 -0.933
C 0.929 2.740 0.401 0.131 0.264 0.741 -0.036
O 0.389 1.616 1.092 0.197 0.209 0.141 -0.335
H 2.987 4.095 2.419 0.046 -0.045 0.012 0.272
H 2.829 3.821 0.274 -0.648 0.324 -0.195 0.580
H 3.046 2.240 0.734 -0.414 -0.545 0.597 0.289
H 0.874 2.524 -0.662 0.138 0.092 -0.111 0.364
H 0.338 3.625 0.669 -0.155 -0.005 -0.386 0.059
H 0.743 1.643 1.995 -0.165 -0.180 -0.034 -0.001
O -2.883 -4.809 -2.988 -0.101 -0.175 -0.589 -0.530
C -2.742 -5.811 -1.993 -0.263 0.623 0.023 -0.468
C -1.740 -5.383 -0.945 0.992 -0.151 -0.052 -0.271
O -2.195 -4.222 -0.277 -0.684 -0.156 0.193 -0.555
H -2.399 -4.014 -2.758 0.006 -0.001 0.285 0.349
H -3.740 -5.959 -1.563 0.190 -0.033 0.308 0.259
H -2.470 -6.751 -2.479 0.297 0.082 0.079 0.313
H -0.778 -5.119 -1.407 -0.096 -0.138 -0.479 0.216
H -1.451 -6.221 -0.299 -0.563 0.056 0.352 0.387
H -1.699 -4.079 0.540 0.418 0.031 -0.113 0.249
O 2.015 1.101 -2.826 0.162 0.834 0.406 -0.326
C 1.986 1.542 -4.181 -0.873 0.035 -0.134 0.338
C 2.964 2.676 -4.438 0.934 -0.880 1.506 -0.653
O 2.851 3.641 -3.370 -0.005 -0.938 -0.587 -0.571
H 1.208 0.562 -2.704 0.274 -0.191 0.110 0.002
H 2.209 0.619 -4.721 -0.178 0.575 -0.973 0.080
H 1.010 1.997 -4.401 -0.207 -0.660 -0.140 0.091
H 2.842 3.146 -5.407 -0.138 0.054 0.006 0.384
H 3.948 2.187 -4.362 0.259 0.500 -0.334 0.265
H 2.818 3.023 -2.619 -0.148 0.592 0.191 0.273
O 1.359 0.548 -7.290 -0.162 -0.306 0.432 -0.330
C 1.212 -0.331 -8.405 0.673 0.713 -0.339 -0.433
C 1.543 -1.731 -7.923 -0.924 0.480 -0.915 -0.476
O 0.534 -2.131 -6.998 0.457 0.210 0.416 -0.479
H 1.315 1.468 -7.562 -0.170 -0.006 -0.125 0.238
H 0.208 -0.286 -8.836 -0.161 -0.138 0.251 0.263
H 1.892 0.027 -9.188 0.129 -0.442 -0.084 0.442
H 2.565 -1.766 -7.542 -0.100 -0.139 0.295 0.246
H 1.439 -2.397 -8.780 0.208 -0.141 0.086 0.373
H 0.560 -1.453 -6.308 0.084 -0.172 0.070 0.031
O -2.267 1.908 -6.683 -0.258 -0.013 0.026 -0.559
C -2.855 1.297 -5.529 0.827 0.535 0.141 -0.520
C -1.948 0.184 -5.049 -0.752 -1.090 0.487 0.354
O -2.174 -0.983 -5.853 0.309 0.210 -0.306 -0.599
H -2.302 1.245 -7.382 0.004 0.040 0.001 0.312
H -2.909 2.059 -4.748 0.083 0.157 -0.130 0.197
H -3.880 1.003 -5.752 0.051 -0.467 0.122 0.331
H -2.162 -0.161 -4.030 -0.275 0.470 0.082 0.079
H -0.906 0.509 -5.012 0.017 0.093 -0.433 0.066
H -1.380 -1.263 -6.318 -0.035 -0.001 -0.089 0.424
O 1.444 -7.249 4.168 0.457 0.427 0.491 -0.513
C 1.924 -5.913 3.978 -1.099 0.747 -0.981 0.575
C 3.225 -5.843 3.216 0.450 -0.004 -0.497 -0.195
O 4.352 -6.116 4.044 -0.280 0.053 0.050 -0.549
H 0.933 -7.417 3.372 -0.023 -0.331 0.103 0.351
H 1.115 -5.382 3.456 0.404 0.105 -0.515 -0.647
H 1.988 -5.287 4.872 0.303 -0.861 0.586 0.310
H 3.358 -4.865 2.745 0.065 0.232 0.539 0.123
H 3.265 -6.506 2.342 -0.447 -0.319 0.209 0.245
H 4.118 -6.904 4.550 0.178 0.016 -0.031 0.333
O -3.020 -4.928 4.165 0.346 0.523 0.223 -0.576
C -1.796 -4.991 3.458 0.714 -0.033 -0.942 -0.465
C -1.134 -3.646 3.107 -2.375 0.875 0.310 -0.488
O -0.335 -3.633 1.939 0.446 -0.294 1.021 -0.518
H -3.697 -4.665 3.532 -0.038 0.036 0.114 0.344
H -1.062 -5.513 4.071 -0.398 -0.680 -0.079 0.263
H -2.022 -5.469 2.499 0.586 -0.470 0.032 0.217
H -0.687 -3.235 4.017 0.534 0.007 -0.215 0.324
H -2.008 -3.003 2.902 0.132 0.241 0.174 0.484
H 0.084 -2.730 1.931 -0.410 -0.419 -0.906 0.425
O 5.535 -2.152 -1.508 0.195 -0.069 -0.026 -0.503
C 5.718 -1.380 -2.701 -0.496 0.930 0.402 -0.758
C 4.359 -1.452 -3.431 1.718 -0.013 0.897 0.663
O 4.218 -2.806 -3.840 -0.467 0.472 -0.292 -0.539
H 6.356 -2.120 -1.007 -0.052 -0.137 0.041 0.273
H 5.979 -0.348 -2.431 -0.247 0.049 -0.039 0.368
H 6.573 -1.759 -3.267 -0.328 -0.218 -0.366 0.381
H 4.354 -0.706 -4.226 -0.055 -0.556 -0.566 0.184
H 3.596 -1.116 -2.722 -0.147 -0.261 0.048 -0.397
H 4.647 -3.304 -3.132 -0.222 -0.163 -0.083 0.366
O -0.059 5.193 7.118 0.070 0.211 -0.162 -0.551
C 0.499 5.067 5.813 0.363 -0.223 0.282 -0.615
C -0.530 5.110 4.709 -0.713 0.990 -0.112 0.540
O -1.266 6.340 4.618 -0.007 0.144 0.644 -0.683
H 0.037 6.105 7.405 -0.193 0.023 -0.069 0.318
H 1.342 5.745 5.661 -0.201 0.330 -0.028 0.392
H 0.950 4.071 5.815 -0.050 -0.102 -0.311 0.116
H -1.275 4.348 4.959 0.308 -0.434 -0.520 -0.083
H -0.079 5.075 3.714 0.366 -1.196 0.213 0.171
H -2.097 6.069 4.194 0.026 0.066 0.003 0.308
```
Positions in Å, forces in eV/Å.